Here is a structure of composition C48H44AsGeIrN3P2SSe2 from OMol25. Energies are from wB97M-V/def2-TZVPD.

Last column: Löwdin spin population.
Cartesian coordinates (Å):
Ir (-0.890, 0.912, -2.054)  1.07
Se (1.582, 0.897, 4.906)  0.06
P (0.208, -0.371, 3.867)  0.08
C (1.020, -1.990, 3.693)  0.00
C (1.257, -2.730, 4.852)  0.00
C (1.986, -3.906, 4.798)  0.00
C (2.514, -4.345, 3.589)  0.00
C (2.308, -3.598, 2.440)  0.00
C (1.565, -2.426, 2.490)  0.00
C (-1.366, -0.597, 4.605)  0.20
C (-1.884, -1.785, 5.215)  0.11
C (-3.112, -1.791, 5.828)  0.06
C (-3.904, -0.622, 5.924)  0.23
C (-3.365, 0.578, 5.405)  0.05
C (-2.146, 0.605, 4.782)  0.12
C (-0.062, 0.267, 2.169)  0.02
C (-0.626, -0.209, 0.966)  0.01
N (-0.454, 0.795, 0.067)  0.03
N (0.148, 1.806, 0.661)  0.01
N (0.399, 1.507, 1.912)  0.00
P (-1.650, -1.548, 0.339)  0.02
Se (-1.445, -1.713, -1.778)  0.14
C (-1.264, -3.134, 1.139)  0.01
C (-0.538, -4.092, 0.436)  0.01
C (-0.236, -5.308, 1.026)  0.00
C (-0.647, -5.574, 2.325)  0.00
C (-1.375, -4.625, 3.025)  0.00
C (-1.692, -3.410, 2.434)  0.01
C (-3.358, -1.177, 0.827)  0.00
C (-4.392, -1.372, -0.084)  0.00
C (-5.701, -1.110, 0.291)  0.00
C (-5.982, -0.663, 1.577)  0.00
C (-4.952, -0.463, 2.485)  0.00
C (-3.639, -0.708, 2.106)  0.00
H (0.895, -2.358, 5.802)  0.00
H (2.159, -4.473, 5.706)  0.00
H (3.090, -5.262, 3.547)  0.00
H (2.722, -3.925, 1.494)  0.00
H (1.421, -1.843, 1.588)  0.00
H (-1.319, -2.708, 5.171)  0.01
H (-3.473, -2.723, 6.253)  0.00
H (-4.864, -0.636, 6.424)  0.02
H (-3.920, 1.506, 5.504)  0.00
H (-1.751, 1.547, 4.414)  0.01
H (-0.214, -3.872, -0.573)  0.00
H (0.337, -6.044, 0.474)  0.00
H (-0.394, -6.518, 2.793)  0.00
H (-1.694, -4.817, 4.042)  0.00
H (-2.257, -2.682, 3.001)  0.00
H (-4.154, -1.706, -1.088)  0.00
H (-6.502, -1.251, -0.425)  0.00
H (-7.007, -0.463, 1.869)  0.00
H (-5.146, -0.120, 3.493)  0.00
H (-2.841, -0.518, 2.814)  0.01
C (0.997, 0.496, -2.375)  1.33
Ge (2.508, 1.251, -3.226)  0.22
C (2.644, 0.953, -5.171)  0.03
C (3.154, -0.253, -5.655)  0.01
C (3.204, -0.516, -7.017)  0.00
C (2.742, 0.428, -7.924)  0.00
C (2.224, 1.629, -7.458)  0.00
C (2.175, 1.884, -6.093)  0.01
C (2.554, 3.200, -2.927)  0.03
C (1.795, 3.724, -1.877)  0.01
C (1.823, 5.084, -1.597)  0.00
C (2.599, 5.943, -2.365)  0.00
C (3.360, 5.434, -3.409)  0.00
C (3.340, 4.071, -3.679)  0.00
C (4.114, 0.453, -2.409)  0.01
C (4.016, 0.005, -1.091)  0.02
C (5.115, -0.538, -0.439)  0.00
C (6.332, -0.648, -1.100)  0.00
C (6.445, -0.208, -2.412)  0.00
C (5.342, 0.340, -3.057)  0.00
H (3.514, -1.000, -4.955)  0.00
H (3.599, -1.462, -7.372)  0.00
H (2.776, 0.225, -8.988)  0.00
H (1.845, 2.365, -8.157)  0.00
H (1.742, 2.813, -5.738)  0.00
H (1.177, 3.065, -1.275)  0.01
H (1.235, 5.469, -0.772)  0.00
H (2.616, 7.005, -2.148)  0.00
H (3.971, 6.097, -4.012)  0.00
H (3.945, 3.684, -4.494)  0.00
H (3.066, 0.088, -0.573)  0.02
H (5.019, -0.872, 0.588)  0.00
H (7.190, -1.073, -0.592)  0.00
H (7.392, -0.290, -2.933)  0.00
H (5.441, 0.679, -4.084)  0.00
C (-2.003, 4.141, -1.170)  0.00
As (-2.762, 2.359, -1.318)  0.06
C (-3.601, 2.236, 0.436)  0.01
C (-4.310, 2.708, -2.450)  0.02
H (-2.758, 4.878, -0.891)  0.00
H (-1.544, 4.397, -2.125)  0.00
H (-1.222, 4.088, -0.410)  0.00
H (-4.155, 3.153, 0.646)  0.00
H (-2.825, 2.102, 1.189)  0.00
H (-4.278, 1.385, 0.467)  0.00
H (-4.903, 3.537, -2.061)  0.00
H (-4.919, 1.806, -2.497)  0.00
H (-3.946, 2.937, -3.451)  0.01
S (-1.178, 1.513, -4.147)  0.87

For the maximum force, the calculation gives 0.31 eV Å⁻¹. Its molecular weight is 1254.6 g/mol. As for the spin multiplicity: 6. The HOMO energy (spin up / spin down) comes out at 0.0173 / -0.0860 Eh. As for the energy above the lowest of the compared OMol25 structures with the same formula, charge and spin: 0.0 kJ/mol. Its HOMO-LUMO gap (spin up / spin down) is 0.13280 / 0.23447 Eh. Its total charge is -2.

Here is a structure of composition C32H77I2N3O10Si from OMol25. Energies are from wB97M-V/def2-TZVPD.

Last column: Mulliken charge in e.
Cartesian coordinates (Å):
C (-0.389, -3.778, 2.599)  -0.73
C (0.223, -3.871, 1.186)  -0.80
C (-0.470, -2.962, 0.159)  -0.17
C (0.337, -1.726, -0.275)  -0.95
Si (0.746, -0.600, 1.180)  -0.06
C (-0.808, -0.076, 2.101)  0.13
C (-1.625, 1.096, 1.549)  -0.59
C (-2.903, 1.386, 2.354)  -0.93
C (-3.642, 0.128, 2.782)  -0.02
N (-4.995, 0.434, 3.291)  -0.32
C (-5.983, -0.528, 2.949)  0.52
N (-5.917, -1.752, 3.262)  -0.73
N (-7.116, -0.059, 2.209)  -0.65
C (1.958, 0.756, 0.629)  -0.85
I (1.034, 2.045, -0.831)  0.04
C (2.689, 1.450, 1.783)  -0.38
C (1.806, 1.896, 2.935)  -1.05
I (3.994, 3.051, 1.166)  0.04
H (-0.346, -4.724, 3.131)  0.53
H (0.170, -3.048, 3.188)  0.15
H (-1.417, -3.429, 2.555)  0.13
H (1.291, -3.664, 1.233)  0.30
H (0.126, -4.904, 0.851)  0.40
H (-1.430, -2.634, 0.557)  0.23
H (-0.693, -3.547, -0.735)  0.18
H (-0.177, -1.183, -1.067)  0.39
H (1.307, -2.041, -0.673)  0.41
H (1.538, -1.416, 2.138)  -0.12
H (-1.448, -0.962, 2.079)  -0.04
H (-0.602, 0.093, 3.160)  0.42
H (-1.026, 2.006, 1.553)  0.10
H (-1.908, 0.930, 0.509)  0.39
H (-2.686, 2.003, 3.227)  0.27
H (-3.578, 1.962, 1.714)  0.46
H (-3.076, -0.380, 3.559)  -0.30
H (-3.701, -0.561, 1.934)  0.33
H (-5.293, 1.322, 2.910)  0.30
H (-5.081, -1.926, 3.815)  0.41
H (-6.789, 0.392, 1.363)  0.29
H (-7.640, 0.614, 2.753)  0.28
H (2.722, 0.239, 0.048)  0.62
H (3.383, 0.697, 2.156)  0.42
H (2.377, 2.529, 3.613)  0.58
H (1.495, 1.027, 3.516)  0.16
H (0.944, 2.470, 2.604)  0.25
C (-1.306, -2.058, -5.652)  -0.56
O (-1.583, -3.354, -6.150)  -0.38
C (-0.661, -4.337, -5.711)  -0.53
C (-1.228, -5.175, -4.588)  -0.54
O (-1.429, -4.408, -3.412)  -0.26
C (-2.780, -4.041, -3.199)  -0.78
H (-2.155, -1.425, -5.903)  0.25
H (-1.176, -2.064, -4.567)  0.17
H (-0.407, -1.645, -6.122)  0.32
H (0.275, -3.869, -5.391)  0.32
H (-0.440, -4.988, -6.562)  0.38
H (-0.517, -5.972, -4.345)  0.35
H (-2.165, -5.643, -4.906)  0.37
H (-3.375, -4.911, -2.902)  0.31
H (-3.224, -3.586, -4.088)  0.39
H (-2.794, -3.315, -2.388)  0.20
C (4.726, 2.561, -3.432)  -0.65
O (3.465, 2.948, -3.944)  -0.30
C (3.276, 4.352, -3.973)  -0.56
C (3.452, 4.915, -5.365)  -0.36
O (4.791, 4.794, -5.817)  -0.39
C (4.981, 3.717, -6.717)  -0.18
H (4.836, 1.493, -3.613)  0.24
H (5.542, 3.091, -3.929)  0.36
H (4.777, 2.742, -2.353)  0.17
H (3.962, 4.846, -3.279)  0.34
H (2.253, 4.553, -3.636)  0.34
H (3.205, 5.981, -5.350)  0.35
H (2.767, 4.419, -6.060)  0.26
H (4.501, 3.929, -7.678)  -0.15
H (4.582, 2.781, -6.315)  0.28
H (6.052, 3.604, -6.874)  0.29
C (3.488, 4.036, -10.538)  -0.90
O (2.760, 4.721, -9.535)  -0.33
C (2.615, 6.109, -9.793)  -0.45
C (1.240, 6.440, -10.326)  -0.59
O (1.025, 5.880, -11.611)  -0.37
C (0.234, 4.707, -11.591)  -0.69
H (3.392, 2.970, -10.339)  0.24
H (3.097, 4.248, -11.535)  0.45
H (4.549, 4.307, -10.500)  0.31
H (3.382, 6.452, -10.494)  0.35
H (2.765, 6.637, -8.846)  0.37
H (1.149, 7.526, -10.421)  0.39
H (0.475, 6.095, -9.624)  0.32
H (-0.809, 4.945, -11.352)  0.32
H (0.611, 3.979, -10.868)  0.29
H (0.272, 4.270, -12.587)  0.24
C (-2.515, -1.818, 6.014)  -0.66
O (-2.163, -3.038, 5.382)  -0.12
C (-1.454, -3.929, 6.225)  0.29
C (-2.345, -5.030, 6.752)  -0.71
O (-3.340, -4.526, 7.627)  -0.39
C (-4.615, -4.405, 7.022)  -0.61
H (-3.205, -1.296, 5.353)  0.06
H (-3.011, -1.989, 6.973)  0.41
H (-1.628, -1.194, 6.169)  0.22
H (-0.996, -3.386, 7.057)  -0.45
H (-0.649, -4.375, 5.631)  0.40
H (-1.735, -5.740, 7.319)  0.45
H (-2.804, -5.569, 5.917)  0.33
H (-5.055, -5.391, 6.843)  0.34
H (-4.563, -3.858, 6.078)  0.21
H (-5.253, -3.858, 7.713)  0.24
C (3.365, -1.044, 8.462)  -0.63
O (2.945, 0.160, 9.078)  -0.39
C (2.259, 1.035, 8.200)  -0.44
C (0.762, 0.977, 8.407)  -0.65
O (0.230, -0.287, 8.040)  -0.12
C (-0.049, -1.116, 9.156)  -0.75
H (3.721, -1.706, 9.249)  0.25
H (2.543, -1.532, 7.932)  0.22
H (4.185, -0.856, 7.761)  0.32
H (2.501, 0.801, 7.158)  0.30
H (2.606, 2.052, 8.407)  0.38
H (0.288, 1.732, 7.771)  0.37
H (0.518, 1.209, 9.447)  0.35
H (-0.916, -0.739, 9.707)  0.30
H (0.807, -1.186, 9.831)  0.44
H (-0.283, -2.111, 8.781)  0.05

For the maximum force, the calculation gives 0.95 eV Å⁻¹. Its molecular weight is 945.9 g/mol. The HOMO energy comes out at -0.3297 Eh. Its HOMO-LUMO gap is 0.33505 Eh. Its total charge is 0.

> What is the total charge in the first record?

-2